No. 1
{
  "formula": "C2H5N3P",
  "method": "ωB97M-V with the def2-TZVPD basis set",
  "symbols": ["P", "N", "N", "N", "C", "C", "H", "H", "H", "H", "H"],
  "positions_angstrom": [[2.097, -0.580, -0.014], [1.639, 0.865, 0.419], [0.637, -1.424, -0.226], [-0.825, 0.581, -0.088], [-0.564, -0.702, 0.441], [0.043, 1.525, -0.043], [-1.502, -1.242, 0.265], [0.080, 2.574, -0.346], [-0.251, -0.438, 1.417], [0.332, -1.898, -1.147], [-1.686, 0.739, -0.678]],
  "forces_ev_per_a": [[-1.03, 0.05, -0.42], [-3.85, 3.00, -0.67], [-2.90, 0.61, -1.07], [-1.18, 3.70, -2.90], [1.46, -2.35, -1.71], [5.46, -3.84, 1.45], [0.60, -0.41, 0.75], [-0.43, -0.42, -0.06], [-0.03, -0.85, 1.45], [1.08, 0.61, 2.04], [0.82, -0.12, 1.13]],
  "mulliken_charge": [0.34, -0.34, -0.30, -0.10, -0.87, 0.25, 0.36, 0.38, 0.59, 0.35, 0.34],
  "spin_multiplicity": 1,
  "total_charge": 1,
  "homo_ev": -14.96,
  "gap_ev": 9.4,
  "smiles": "C1=[NH+]CNP=N1"
}

***

No. 2
{
  "formula": "C12H22AlF4I2N3S",
  "method": "ωB97M-V with the def2-TZVPD basis set",
  "symbols": ["I", "I", "S", "Al", "F", "F", "F", "F", "N", "N", "N", "C", "C", "C", "C", "C", "C", "C", "C", "C", "C", "C", "C", "H", "H", "H", "H", "H", "H", "H", "H", "H", "H", "H", "H", "H", "H", "H", "H", "H", "H", "H", "H", "H", "H"],
  "positions_angstrom": [[-2.799, -2.157, -1.040], [0.915, -0.327, -3.832], [2.203, 3.497, -0.604], [-6.429, -2.725, -3.751], [-7.823, -2.938, -4.715], [-6.735, -3.261, -2.147], [-5.121, -3.629, -4.403], [-5.992, -1.062, -3.711], [-0.388, 1.077, 1.268], [0.244, 1.011, -0.742], [-0.484, 1.361, 2.653], [-1.347, -0.710, -1.742], [-0.805, 0.146, -0.622], [-0.006, -0.146, 4.643], [0.720, -2.264, -1.393], [0.629, -1.556, 4.781], [0.499, 1.584, 0.445], [-0.204, -1.528, -2.391], [-1.249, 0.158, 0.670], [1.562, 2.563, 0.833], [0.531, 0.503, 3.351], [3.891, 2.839, -2.635], [3.527, 2.376, -1.204], [2.422, 1.980, 1.205], [1.763, -1.930, -1.487], [0.345, -2.058, 5.711], [1.719, -1.438, 4.717], [0.803, 1.249, -1.558], [-0.684, -2.297, -3.006], [4.429, 2.479, -0.589], [-2.059, -0.404, 1.113], [-1.399, 0.998, 2.910], [3.016, 2.872, -3.298], [0.430, -2.142, -0.340], [0.247, 0.506, 5.490], [0.778, -0.325, 2.660], [-1.881, -0.140, -2.511], [1.475, 1.042, 3.507], [4.653, 2.162, -3.041], [3.198, 1.329, -1.251], [-1.099, -0.276, 4.648], [1.255, 3.212, 1.658], [0.269, -2.155, 3.934], [4.277, 3.866, -2.587], [0.704, -3.343, -1.596]],
  "forces_ev_per_a": [[0.06, 0.32, -0.16], [-0.15, -0.11, 0.26], [-0.04, -0.37, 0.20], [-0.16, -0.03, -0.12], [0.50, 0.08, 0.34], [0.26, 0.22, -0.45], [-0.31, 0.35, 0.31], [0.00, -0.54, 0.07], [-1.71, -0.31, 2.03], [0.78, 0.73, 0.38], [0.94, -0.37, -0.09], [0.84, -0.15, -0.26], [-1.75, -1.21, -0.55], [0.45, -0.08, 0.26], [0.43, 0.00, -0.08], [-0.21, 0.77, -0.17], [-0.27, 0.24, 0.12], [-0.52, -0.73, 0.22], [1.63, 0.90, -1.43], [0.90, -0.56, -0.48], [-0.36, -0.77, -0.28], [-0.20, 0.22, 0.42], [0.11, 0.29, -0.78], [-0.27, 0.20, 0.04], [-0.29, -0.10, 0.06], [0.16, 0.18, -0.17], [-0.21, -0.36, 0.11], [-0.37, -0.24, -0.22], [0.19, 0.48, -0.19], [-0.37, -0.18, 0.13], [0.25, 0.29, 0.23], [0.03, 0.30, 0.05], [0.22, -0.25, 0.18], [-0.15, 0.12, -0.31], [-0.15, -0.30, -0.07], [-0.07, 0.22, 0.18], [0.10, -0.03, 0.31], [-0.42, 0.12, 0.14], [-0.18, 0.29, -0.01], [-0.02, 0.24, 0.27], [0.20, 0.27, -0.26], [-0.25, -0.07, -0.35], [0.26, -0.04, 0.24], [0.11, -0.31, -0.12], [0.02, 0.31, 0.01]],
  "mulliken_charge": [0.25, 0.07, -0.12, 0.70, -0.39, -0.43, -0.43, -0.43, 0.42, 0.20, -1.05, -0.85, -0.06, -0.32, -0.85, -1.22, 0.68, -0.73, -0.13, -0.79, -0.58, -1.28, -0.31, 0.31, 0.31, 0.39, 0.31, 0.24, 0.71, 0.40, 0.24, 0.31, 0.33, 0.24, 0.31, 0.28, 0.52, 0.37, 0.35, 0.28, 0.33, 0.46, 0.32, 0.38, 0.30],
  "spin_multiplicity": 1,
  "total_charge": 0,
  "homo_ev": -9.95,
  "gap_ev": 9.2
}

***

Number 1: molecular weight 102.1 g mol⁻¹. Number 2: molecular weight 597.2 g mol⁻¹.